Here is a molecular structure, C14H4F8MnO5S2Se from the OMol25 dataset. Energies are from the ωB97M-V functional and the def2-TZVPD basis.

Geometry as XYZ:
```
35
Properties=species:S:1:pos:R:3:forces:R:3:lowdin_spin:R:1
Mn -0.2459 -0.0433 -0.4383 0.18 0.03 0.34 0.9829
O -2.1101 -2.7253 -2.8115 -0.06 0.00 0.04 0.0090
C -1.9316 -1.6290 -2.2868 0.14 0.00 -0.07 0.0045
O -1.2051 -1.4574 -1.2370 -0.17 -0.05 -0.15 -0.0023
C -2.6351 -0.4252 -2.8896 -0.04 0.01 0.02 0.0022
C -3.8000 -0.7177 -3.6022 0.02 -0.01 0.01 -0.0003
C -4.5487 0.2614 -4.2261 -0.03 -0.01 -0.02 0.0016
C -4.1097 1.5802 -4.1597 -0.01 0.03 -0.02 -0.0001
C -2.9560 1.8877 -3.4693 -0.03 0.00 -0.03 0.0006
C -2.1933 0.9084 -2.8081 -0.04 -0.03 -0.02 0.0005
S -0.7491 1.4817 -1.9924 0.02 0.01 -0.06 -0.0033
H -4.0878 -1.7594 -3.6540 -0.01 0.00 -0.01 0.0000
H -5.4551 0.0040 -4.7620 0.00 0.00 0.00 0.0001
H -4.6705 2.3725 -4.6449 -0.01 -0.01 0.00 -0.0001
H -2.6149 2.9144 -3.4132 0.01 0.00 0.01 -0.0001
F 2.4763 -1.0842 6.0046 -0.02 0.01 -0.03 -0.0006
C 1.6374 -0.6864 5.0318 -0.02 0.03 -0.05 -0.0021
C 1.8362 0.5187 4.3842 0.00 -0.04 0.09 0.0003
F 2.8651 1.2975 4.7458 -0.01 -0.01 -0.02 0.0003
C 0.9566 0.9149 3.3937 -0.17 -0.02 -0.02 -0.0015
F 1.1874 2.1041 2.8214 0.05 -0.03 0.00 -0.0003
C -0.1349 0.1467 2.9989 0.06 -0.05 0.08 -0.0021
Se -1.3395 0.7181 1.6215 0.07 -0.03 -0.04 0.0086
C -0.3049 -1.0547 3.6816 0.01 0.10 -0.10 -0.0022
F -1.3332 -1.8633 3.3921 0.02 -0.02 0.03 0.0002
C 0.5581 -1.4742 4.6774 0.05 0.00 0.03 0.0001
F 0.3576 -2.6439 5.3142 0.00 0.02 -0.01 0.0002
F 5.7348 -0.4859 -2.0465 -0.05 0.03 0.04 -0.0001
C 5.1877 -0.1170 -0.8420 0.30 0.05 -0.10 -0.0001
F 5.8889 1.0107 -0.4777 -0.03 -0.01 0.04 0.0000
F 5.6005 -1.0757 0.0336 -0.03 -0.01 0.01 0.0000
S 2.9041 0.7841 0.5649 -0.15 0.03 0.06 0.0012
O 3.6333 0.2899 1.7101 0.01 0.01 -0.05 0.0008
O 3.9191 0.0489 -0.9274 -0.18 -0.17 -0.03 -0.0007
O 1.6823 -0.0014 0.3129 0.10 0.12 0.01 0.0028
```
Positions in Å, forces in eV/Å.

Computed properties:
- 2S+1 = 2
- E_HOMO (alpha / beta) (eV) = -2.00 / -2.00
- Kohn-Sham gap (alpha / beta) (eV) = 6.655 / 6.660
- LUMO (alpha / beta) (eV) = 4.7 / 4.7
- net charge = -2

Here is a molecular structure, C38H20BN8O2RuTe4 from the OMol25 dataset. Energies are from the ωB97M-V functional and the def2-TZVPD basis.

Geometry as XYZ:
```
74
Properties=species:S:1:pos:R:3:forces:R:3:lowdin_spin:R:1
Ru -0.4150 -0.1815 0.3190 -0.07 1.75 7.78 0.0252
C -7.0437 -0.1804 0.0543 -0.06 -0.29 0.02 0.0281
C -6.8770 1.1977 -0.1648 0.12 0.24 -0.04 0.0134
C -5.6206 1.7647 -0.1895 -0.22 -0.05 0.00 0.0161
C -4.5267 0.9265 0.0199 0.26 -0.23 0.30 0.0367
C -3.1277 1.1959 0.1124 -0.10 -0.26 0.21 0.1180
N -2.5878 2.3738 -0.2869 0.83 0.89 1.12 0.0461
C -1.3084 2.6647 -0.0988 -1.30 -0.96 0.60 0.0153
C -0.6552 3.8901 -0.5159 0.81 0.55 0.09 -0.0035
C -1.0412 4.9255 -1.3567 -0.10 -0.09 0.22 0.0002
C -0.1015 5.8932 -1.6606 0.09 0.09 0.04 -0.0019
C 1.1882 5.8435 -1.1233 0.02 0.18 -0.10 -0.0005
C 1.5793 4.8172 -0.2832 -0.06 -0.25 0.27 -0.0006
C 0.6484 3.8320 0.0151 -0.46 0.66 -0.49 -0.0028
C 0.7567 2.5687 0.7203 0.02 -1.09 0.94 0.0109
N 1.7479 2.1690 1.4720 -0.16 0.76 -0.58 0.0725
C 1.8201 0.9108 1.9462 0.18 -0.26 0.14 0.1017
N 1.2733 -0.2153 1.3871 -0.12 0.02 0.59 0.0020
C 1.6462 -1.3260 2.1158 0.13 0.08 -0.18 0.0671
N 1.3477 -2.5951 1.8079 -0.13 -0.64 -0.35 0.0773
C 0.2868 -2.9239 1.1042 0.18 0.69 0.50 -0.0347
N -0.7616 -2.0769 0.8502 0.29 -0.83 -0.58 0.0649
C -1.8438 -2.7902 0.3986 -0.40 0.89 0.29 -0.0274
N -3.0632 -2.3108 0.2703 0.15 -0.60 -0.06 0.0549
C -3.3690 -1.0174 0.3592 0.32 0.31 0.08 0.0605
N -2.4648 0.0351 0.4040 -0.16 -0.13 -1.27 0.0028
C -4.6869 -0.4665 0.2083 0.15 0.26 0.01 0.0460
C -5.9653 -1.0236 0.2263 -0.13 0.00 0.01 0.0031
C -1.4173 -4.1575 0.1769 0.42 -0.33 0.03 -0.0176
C -2.0298 -5.2332 -0.4535 0.02 0.12 0.12 -0.0046
C -1.2816 -6.3809 -0.6452 -0.02 -0.07 -0.03 -0.0109
C 0.0486 -6.4608 -0.2208 0.03 -0.15 -0.01 -0.0089
C 0.6672 -5.3957 0.4089 -0.06 0.17 0.13 -0.0061
C -0.0744 -4.2382 0.6082 -0.36 -0.45 -0.20 -0.0170
C 2.4387 -0.8882 3.2238 -0.11 0.27 -0.29 0.0536
C 2.9623 -1.5405 4.3423 0.13 -0.04 0.20 0.0063
C 3.5599 -0.7774 5.3232 0.02 -0.26 0.00 0.0294
C 3.6654 0.6209 5.2078 0.00 0.31 -0.12 0.0211
C 3.1661 1.2820 4.1060 0.19 -0.04 0.23 0.0138
C 2.5461 0.5236 3.1142 -0.27 -0.21 -0.36 0.0481
N -0.4194 1.8660 0.5594 0.69 0.68 -0.79 0.0642
H -8.0476 -0.5872 0.0841 -0.01 -0.02 -0.04 0.0017
H -7.7508 1.8205 -0.3145 -0.01 -0.01 -0.01 0.0003
H -5.4759 2.8232 -0.3610 0.02 0.01 0.01 0.0008
H -2.0338 4.9531 -1.7869 0.00 -0.05 0.01 0.0000
H -0.3584 6.6914 -2.3454 -0.01 0.03 0.01 -0.0001
H 1.8972 6.6195 -1.3851 0.02 -0.01 -0.03 0.0000
H 2.5806 4.7526 0.1229 0.02 0.03 -0.04 0.0001
H -6.0992 -2.0858 0.3845 0.00 -0.02 -0.02 -0.0003
H -3.0423 -5.1469 -0.8239 -0.03 0.00 0.03 -0.0001
H -1.7249 -7.2209 -1.1654 0.02 -0.03 0.01 -0.0005
H 0.6106 -7.3663 -0.4141 0.00 -0.02 0.00 -0.0003
H 1.7070 -5.4313 0.7066 0.00 -0.04 0.02 -0.0001
H 2.8861 -2.6150 4.4482 -0.06 -0.01 -0.04 -0.0002
H 3.9506 -1.2575 6.2128 0.02 -0.04 -0.02 0.0017
H 4.1382 1.1877 6.0011 0.01 -0.02 0.02 0.0009
H 3.2313 2.3583 4.0130 -0.02 0.01 -0.02 0.0005
Te -0.8299 -0.4371 -1.9757 1.26 -3.96 -0.48 0.0034
Te -1.9688 1.6676 -2.6768 -1.45 2.26 -3.10 0.0005
Te -2.1018 -0.4682 -7.1890 -0.24 0.33 -0.32 0.0084
Te -1.5241 -0.3466 -4.5622 -0.63 -0.29 -3.73 0.0206
O 2.1779 -1.1151 -1.1278 0.33 -0.07 0.37 -0.0010
B 1.2617 -0.0757 -0.8349 -0.41 0.29 -1.30 0.0013
O 1.7711 1.1536 -1.3614 0.73 -0.03 0.44 0.0000
C 2.9696 0.8398 -1.9320 -0.39 0.00 -0.08 0.0000
C 3.8113 1.6586 -2.6503 -0.08 -0.11 0.13 0.0000
C 4.9229 1.0508 -3.2322 0.17 0.07 -0.06 0.0000
C 5.1642 -0.3075 -3.0932 0.18 -0.02 -0.06 0.0000
C 4.3069 -1.1304 -2.3643 -0.18 0.08 0.14 -0.0001
C 3.2092 -0.5271 -1.7921 -0.05 -0.05 -0.28 0.0000
H 3.5967 2.7105 -2.7767 -0.04 0.01 0.00 0.0000
H 5.6036 1.6515 -3.8223 0.01 0.00 0.00 0.0000
H 6.0263 -0.7460 -3.5797 0.03 0.01 0.01 0.0000
H 4.4672 -2.1949 -2.2690 0.01 -0.03 -0.01 0.0000
```
Positions in Å, forces in eV/Å.

Computed properties:
- 2S+1 = 2
- E_HOMO (alpha / beta) (eV) = -0.77 / -0.75
- Kohn-Sham gap (alpha / beta) (eV) = 4.136 / 3.804
- LUMO (alpha / beta) (eV) = 3.4 / 3.0
- net charge = -2